No. 1
Formula: C8H10NO2
Source: OMol25
Level of theory: ωB97M-V/def2-TZVPD

CARTESIAN COORDINATES (ANGSTROEM)
C 0.428 -0.310 -3.803
C 0.040 -0.349 -2.137
C -0.600 -1.514 -1.629
C 0.707 -1.162 0.469
C -1.454 0.053 0.104
C 1.474 -0.040 -0.246
C -0.614 1.206 -0.463
C -0.705 -1.264 -0.115
N 0.544 0.623 -1.215
O 0.473 -0.531 -4.909
O -1.016 -2.478 -2.208
H 1.223 -2.114 0.349
H 0.633 -0.959 1.538
H -1.635 0.196 1.169
H -2.424 0.004 -0.392
H 1.841 0.711 0.454
H 2.322 -0.437 -0.807
H -1.201 1.819 -1.150
H -0.220 1.846 0.327
H -1.248 -2.100 0.327
H 1.041 1.369 -1.705

HOMO energy (alpha / beta) ... -10.8 / -14.4 eV
Electronic energy ... -14031.14289 eV
HOMO-LUMO gap (alpha / beta) ... 7.545 / 7.447 eV
Spin multiplicity ... 3
Charge ... +1
Relative energy (zero: lowest compared OMol25 entry of this formula, charge and spin) ... 1.392 eV
LUMO energy (alpha / beta) ... -3.285 / -6.941 eV

No. 2
Formula: C39H77AsHgO4PSi
Source: OMol25
Level of theory: ωB97M-V/def2-TZVPD

CARTESIAN COORDINATES (ANGSTROEM)
Hg -0.760 -2.844 -1.272
O 0.691 -3.354 3.701
H 0.699 -3.681 4.585
H 1.632 -3.189 3.454
O 5.573 6.029 -2.059
H 5.901 5.243 -2.582
H 6.149 6.674 -2.520
O 7.548 3.430 -6.124
C -0.086 -5.186 -2.950
C 0.409 -6.417 -3.589
C -0.482 -7.617 -3.237
C 1.566 -6.645 -4.082
Si 0.948 -4.521 -1.285
C 3.934 -4.594 -1.838
C 4.776 -5.463 -1.039
C 2.794 -3.981 -1.096
C 4.339 -4.114 -3.222
C 0.473 -5.919 -0.048
C 1.180 -7.254 -0.270
C 1.088 -5.303 1.229
C -1.019 -5.901 0.104
H -0.156 -4.219 -3.642
H -12.026 -5.288 0.063
H -1.084 -5.317 -2.606
H -0.613 -7.553 -2.173
H -0.024 -8.592 -3.383
H -1.507 -7.601 -3.672
H -6.309 -9.580 -5.258
H 1.805 -7.638 -4.479
H 2.304 -5.980 -4.481
H 4.181 -5.784 -0.117
H 5.638 -4.914 -0.623
H 5.206 -6.369 -1.459
H 2.924 -3.297 -0.199
H 7.440 4.408 -6.278
H 2.469 -3.306 -1.968
H 3.697 -4.378 -4.096
H 5.279 -4.637 -3.330
H 4.627 -3.077 -3.334
H 2.172 -7.018 -0.691
H 0.631 -7.952 -0.866
H 1.392 -7.777 0.657
H 2.204 -5.171 1.123
H 0.929 -5.977 2.044
H 0.702 -4.323 1.524
H -1.322 -6.607 0.931
H -1.561 -6.247 -0.789
H -1.437 -4.900 0.311
O -0.255 3.121 1.049
P 0.477 4.350 1.498
C 0.895 5.628 0.250
C 0.007 5.516 -1.003
C 0.136 4.244 -1.855
C 1.574 3.758 -2.082
C 2.454 3.982 -0.821
C 2.337 5.440 -0.304
C -0.964 4.726 2.642
C -2.313 4.854 1.913
C -3.453 5.719 2.578
C -2.923 7.014 2.818
C -1.435 7.222 2.634
C -0.665 6.178 3.517
C 5.901 3.189 3.038
C 6.871 2.609 3.740
C 7.469 3.318 4.933
C 6.812 4.607 5.436
C 5.374 4.767 4.896
C 5.467 4.618 3.408
H 0.871 6.632 0.749
H 0.244 6.359 -1.621
H -1.057 5.596 -0.690
H -0.502 4.225 -2.839
H -0.447 3.380 -1.289
H 2.021 4.306 -2.957
H 1.505 2.661 -2.353
H 3.468 3.737 -1.082
H 2.009 3.337 -0.081
H 2.538 6.071 -1.229
H 3.217 5.789 0.311
H -1.168 3.949 3.396
H -2.962 4.016 2.067
H -2.318 5.130 0.802
H -3.250 7.402 3.735
H -3.455 7.817 2.178
H -5.098 0.277 -0.881
H -5.803 -0.038 -0.626
H -1.328 8.252 2.865
H -1.164 7.369 1.597
H -1.354 5.858 4.312
H 0.317 6.372 4.016
H 5.395 2.740 2.191
H 7.060 1.563 3.513
H 8.262 3.151 -5.506
H 8.511 3.344 4.816
H 7.288 2.620 5.842
H 7.281 5.406 4.841
H 6.901 4.851 6.506
H 5.113 5.849 5.080
H 4.582 4.205 5.428
H 6.325 5.260 3.015
H 4.547 4.923 2.861
C -4.725 5.598 2.632
As -1.225 -0.346 -1.723
C -0.362 -0.524 -3.494
C -12.176 -4.220 -0.083
C -10.883 -3.368 -0.311
C -10.958 -2.033 0.155
C -9.860 -1.229 0.317
C -8.667 -1.687 -0.132
C -8.587 -3.007 -0.718
C -9.628 -3.806 -0.896
H -5.303 4.805 3.151
H -5.865 -9.626 -4.756
H -5.351 6.593 2.262
H -0.033 0.490 -3.754
H -1.000 -0.831 -4.325
H 0.517 -1.155 -3.441
H -12.425 -3.723 0.819
H -12.915 -4.225 -0.901
H -11.937 -1.619 0.443
H -9.870 -0.253 0.737
H -7.750 -1.091 -0.193
H -7.573 -3.446 -0.927
H -9.646 -4.862 -1.177

HOMO energy (alpha / beta) ... 0.8 / 0.7 eV
Electronic energy ... -132045.95277 eV
HOMO-LUMO gap (alpha / beta) ... 2.286 / 2.349 eV
Spin multiplicity ... 2
Charge ... -2
Relative energy (zero: lowest compared OMol25 entry of this formula, charge and spin) ... 0.000 eV
LUMO energy (alpha / beta) ... 3.040 / 3.040 eV

No. 3
Formula: C2HNO
Source: OMol25
Level of theory: ωB97M-V/def2-TZVPD

CARTESIAN COORDINATES (ANGSTROEM)
O 1.244 0.941 -1.384
C 1.629 0.236 -0.586
C -0.912 -0.411 0.707
N -2.042 -0.175 0.655
H 0.148 -0.598 0.730

HOMO energy ... -12.7 eV
Electronic energy ... -5626.42647 eV
HOMO-LUMO gap ... 13.405 eV
Spin multiplicity ... 1
Relative energy (zero: lowest compared OMol25 entry of this formula, charge and spin) ... 0.153 eV
LUMO energy ... 0.696 eV